Model A:
Formula: C10H9NO
Source: the Open Molecules 2025 dataset
Level of theory: ωB97M-V with the def2-TZVPD basis set

Charge: 0
E_HOMO (spin up / spin down): -7.800 / -7.504 eV

Element x y z (Å)
C (-2.37372, 0.10115, 0.58998)
C (2.40802, 0.84244, 0.50600)
C (2.81722, -0.50209, 0.52103)
C (1.10321, 1.16556, 0.29104)
C (1.89493, -1.47512, 0.27517)
C (0.07615, 0.18923, 0.13585)
C (0.53636, -1.16143, 0.05056)
C (-1.44626, -2.24730, -0.67380)
C (-1.25077, 0.62892, -0.02903)
C (-1.51882, 2.00477, -0.59550)
N (-3.34311, -0.21594, 1.13413)
O (-0.16435, -2.17465, -0.47087)
H (3.13339, 1.62308, 0.67652)
H (3.84970, -0.75475, 0.70463)
H (0.80887, 2.20282, 0.32020)
H (2.17278, -2.51770, 0.22836)
H (-2.19062, -1.73007, -0.10183)
H (-1.72911, -3.03771, -1.35034)
H (-1.35209, 2.78563, 0.15115)
H (-2.55884, 2.07550, -0.91149)
H (-0.87294, 2.19763, -1.45174)

Mulliken population analysis, charges in e, atoms 1 to 2: atom 1 (C): 0.27, atom 2 (C): -0.67

---

Model B:
Formula: C10H9NO
Source: the Open Molecules 2025 dataset
Level of theory: ωB97M-V with the def2-TZVPD basis set

SMILES: Cc1nc2ccccc2cc1O
Charge: 0
E_HOMO: -8.181 eV

Element x y z (Å)
C (-2.95107, -1.26785, 0.09533)
C (-1.71056, -0.52078, 0.07942)
N (-0.56149, -1.19881, 0.13956)
C (0.67003, -0.62638, 0.07359)
C (1.84658, -1.41458, -0.13296)
C (3.06608, -0.65411, -0.22035)
C (3.18795, 0.66864, 0.17986)
C (2.05235, 1.40528, 0.14806)
C (0.76048, 0.80850, 0.04183)
C (-0.40207, 1.59608, -0.09616)
C (-1.53445, 0.82935, -0.08193)
O (-2.69332, 1.60413, -0.11457)
H (-2.97588, -2.02089, 0.88025)
H (-3.10044, -1.95250, -0.70156)
H (-3.84499, -0.55586, 0.10606)
H (1.74852, -2.50308, -0.36732)
H (4.01850, -1.27487, -0.29505)
H (4.14617, 1.09269, 0.27186)
H (2.06116, 2.48074, 0.32052)
H (-0.58280, 2.71767, -0.29189)
H (-3.20075, 0.78664, -0.03455)

Mulliken population analysis, charges in e, atoms 1 to 2: atom 1 (C): -1.30, atom 2 (C): 0.52

---

Model C:
Formula: C10H9NO
Source: the Open Molecules 2025 dataset
Level of theory: ωB97M-V with the def2-TZVPD basis set

SMILES: O=C=Nc1ccccc1.C#CC
Charge: 0
E_HOMO: -9.097 eV

Element x y z (Å)
O (3.39990, 1.09681, 2.74028)
C (2.64458, 0.46918, 2.10259)
N (1.77204, -0.13733, 1.53189)
C (1.28337, -0.91096, 0.47800)
C (1.41849, -2.27334, 0.50078)
C (0.82493, -3.02047, -0.55231)
C (0.19477, -2.35824, -1.58518)
C (0.13894, -0.97567, -1.63177)
C (0.71511, -0.22574, -0.57951)
H (1.62616, -2.90105, 1.45209)
H (0.79385, -4.15034, -0.52998)
H (-0.14630, -3.02028, -2.52244)
H (-0.40385, -0.48771, -2.36104)
H (0.49734, 0.82416, -0.53041)
C (-2.04547, 0.75884, 0.62350)
C (-1.52297, 1.83727, 0.53392)
C (-1.02275, 3.19498, 0.29841)
H (-2.45295, -0.11867, 0.21734)
H (-0.33060, 3.06264, -0.53496)
H (-0.68346, 3.48018, 1.24941)
H (-1.98385, 3.65933, -0.06541)

Mulliken population analysis, charges in e, atoms 1 to 2: atom 1 (O): -0.49, atom 2 (C): 0.63

---

Most stable of them? model B.

---

Model A:
Formula: C4H10NO2P
Source: the Open Molecules 2025 dataset
Level of theory: ωB97M-V with the def2-TZVPD basis set

SMILES: C[C@](N)(P)CC(=O)O
Charge: 0
E_HOMO: -9.497 eV

Element x y z (Å)
C (-0.73406, -1.09951, 0.56994)
C (0.19382, -0.26757, -0.26923)
N (-0.62119, 0.44817, -1.45831)
P (1.56866, -1.33428, -1.18643)
C (0.87381, 0.84619, 0.53756)
C (-0.17045, 1.74858, 1.28766)
O (0.10995, 2.14207, 2.38483)
O (-1.16164, 2.01546, 0.54833)
H (-1.06876, -1.91445, -0.16626)
H (-1.67004, -0.80891, 0.90059)
H (-0.41050, -1.64590, 1.45315)
H (0.02047, 0.82136, -2.07920)
H (-1.29464, -0.15106, -2.04644)
H (0.55497, -2.16098, -1.56050)
H (1.69545, -2.15699, -0.01215)
H (1.61420, 1.51972, 0.03801)
H (1.55756, 0.48221, 1.34098)
H (-1.05761, 1.51591, -0.28252)

Mulliken population analysis, charges in e, atoms 1 to 2: atom 1 (C): -1.42, atom 2 (C): 0.44

---

Model B:
Formula: C4H10NO2P
Source: the Open Molecules 2025 dataset
Level of theory: ωB97M-V with the def2-TZVPD basis set

Charge: 0
E_HOMO: -7.729 eV

Element x y z (Å)
C (1.53766, -1.22731, -0.40248)
C (1.63805, 0.14577, 0.14497)
C (0.05515, -1.49654, -0.83524)
C (-0.59670, 0.20130, 0.61889)
N (-0.81207, -1.11806, 0.24364)
O (-2.59053, 1.86564, 0.26916)
O (-0.34231, 2.76516, 0.00520)
P (-1.17384, 1.51152, -0.54543)
H (2.16432, -1.36202, -1.28474)
H (1.81148, -1.97425, 0.34578)
H (2.09365, 0.29532, 1.10786)
H (1.75852, 0.95080, -0.55952)
H (-0.17741, -0.86316, -1.69433)
H (-0.10767, -2.54075, -1.10244)
H (-0.75257, 0.43732, 1.67186)
H (-3.32165, 1.29707, 0.03004)
H (-0.75156, -1.76156, 1.02676)
H (-0.43251, 2.87375, 0.96003)

Mulliken population analysis, charges in e, atoms 1 to 2: atom 1 (C): -0.32, atom 2 (C): -0.84

---

Most stable of them? model B.

---

Model A:
Formula: CH7N4S2
Source: the Open Molecules 2025 dataset
Level of theory: ωB97M-V with the def2-TZVPD basis set

Charge: +1
E_HOMO: -12.550 eV

Element x y z (Å)
C (0.83313, -0.38013, 0.09770)
N (-0.37585, -0.74037, 0.28454)
N (1.76204, -1.41301, 0.12242)
N (1.22446, 0.96099, -0.21495)
N (-1.56058, -0.05609, 0.36531)
S (-2.96545, -0.96940, -0.15965)
S (-1.60649, 1.68332, 0.13881)
H (1.44028, -2.31090, 0.30411)
H (2.62230, -1.50403, -0.36566)
H (1.83813, 1.20455, 0.58183)
H (1.82056, 1.03364, -1.01445)
H (0.14012, 1.59553, -0.03418)
H (-3.65859, -0.78359, 1.04769)
H (-1.51407, 1.67950, -1.15351)

Mulliken population analysis, charges in e, atoms 1 to 2: atom 1 (C): 0.36, atom 2 (N): -0.30

---

Model B:
Formula: CH7N4S2
Source: the Open Molecules 2025 dataset
Level of theory: ωB97M-V with the def2-TZVPD basis set

SMILES: NC(N)=N[NH+](S)S
Charge: +1
E_HOMO: -13.680 eV

Element x y z (Å)
N (-1.98550, -0.73592, -0.81452)
C (-0.88300, -0.32737, -0.18623)
N (-0.94641, -0.41532, 1.16782)
N (0.11415, 0.20549, -0.81262)
N (1.29697, 0.56148, -0.32448)
S (1.24997, 2.05025, 0.81704)
S (2.26840, -0.87931, 0.65243)
H (-1.94182, -0.91963, -1.83067)
H (-2.90733, -0.74198, -0.36170)
H (-0.48230, 0.21849, 1.76711)
H (-1.46816, -1.06627, 1.67865)
H (1.93115, 0.84016, -1.15346)
H (1.64386, 2.96066, -0.10399)
H (2.11002, -1.75073, -0.49538)

Mulliken population analysis, charges in e, atoms 1 to 2: atom 1 (N): -0.40, atom 2 (C): 0.69

---

Most stable of them? model B.

---

Model A:
Formula: C3H4N4O
Source: the Open Molecules 2025 dataset
Level of theory: ωB97M-V with the def2-TZVPD basis set

Charge: 0
E_HOMO: -9.512 eV

Element x y z (Å)
C (-0.77303, -2.39354, -0.63471)
C (-0.95664, -1.10439, -0.03063)
C (0.25943, 0.91578, -0.01396)
H (-1.53970, -3.08617, -0.07287)
H (0.30816, -3.16425, -1.28459)
H (-2.18392, -0.76287, 0.58438)
H (2.13980, 1.91514, -0.94229)
N (-0.07668, 1.07626, 1.29234)
N (0.53125, 2.27972, 1.55607)
N (1.41643, 2.63026, 0.70093)
N (1.07706, 1.89896, -0.44405)
O (-0.20217, -0.20489, -0.71062)

Mulliken population analysis, charges in e, atoms 1 to 2: atom 1 (C): -0.63, atom 2 (C): 0.07

---

Model B:
Formula: C3H4N4O
Source: the Open Molecules 2025 dataset
Level of theory: ωB97M-V with the def2-TZVPD basis set

SMILES: [H]/N=C1\NC=NC=NO1
Charge: 0
E_HOMO: -9.772 eV

Element x y z (Å)
H (3.24990, 0.38429, -0.38883)
N (2.50954, -0.58313, -0.11185)
C (1.20714, -0.51139, 0.07825)
N (0.58982, 0.67520, 0.38028)
C (-0.63749, 1.05737, -0.16928)
N (-1.80342, 0.54781, -0.27043)
C (-1.94871, -0.84026, 0.13966)
N (-0.94108, -1.61935, 0.23327)
O (0.28659, -1.32713, -0.37184)
H (1.43892, 1.30234, 0.78616)
H (-0.80288, 2.22463, -0.42382)
H (-3.14834, -1.31038, 0.11842)

Mulliken population analysis, charges in e, atoms 1 to 2: atom 1 (H): 0.28, atom 2 (N): -0.72

---

Model C:
Formula: C3H4N4O
Source: the Open Molecules 2025 dataset
Level of theory: ωB97M-V with the def2-TZVPD basis set

SMILES: C=Nn1cnc(=O)[nH]1
Charge: 0
E_HOMO: -9.744 eV

Element x y z (Å)
C (2.12362, -0.66149, -0.25397)
N (1.43674, 0.43137, -0.11800)
N (0.22846, 0.40260, 0.40756)
C (-0.59973, 1.45548, -0.00635)
N (-1.82659, 1.19548, -0.16767)
C (-1.90455, -0.22631, -0.05091)
O (-2.89749, -0.87002, -0.23079)
N (-0.60625, -0.72581, 0.20708)
H (3.09092, -0.39808, -0.65767)
H (1.76886, -1.71912, -0.12914)
H (-0.20568, 2.42164, -0.06377)
H (-0.60831, -1.30575, 1.06364)

Mulliken population analysis, charges in e, atoms 1 to 2: atom 1 (C): -0.28, atom 2 (N): -0.56

---

Model D:
Formula: C3H4N4O
Source: the Open Molecules 2025 dataset
Level of theory: ωB97M-V with the def2-TZVPD basis set

SMILES: O=CC1=NN=CNN1
Charge: 0
E_HOMO: -8.589 eV

Element x y z (Å)
O (-0.68556, -1.75576, -2.23005)
C (-1.06148, -1.62339, -1.09183)
C (-0.48180, -0.55308, -0.24271)
N (-1.14172, -0.32256, 0.84327)
N (-0.64357, 0.70956, 1.76084)
C (0.49910, 1.19820, 1.41151)
N (1.17538, 0.89854, 0.32878)
N (0.43514, 0.27338, -0.83328)
H (-1.74897, -2.18475, -0.39786)
H (0.87809, 1.95450, 2.07383)
H (1.73371, 1.67933, -0.09037)
H (1.04168, -0.27397, -1.53214)

Mulliken population analysis, charges in e, atoms 1 to 2: atom 1 (O): -0.52, atom 2 (C): 0.13

---

Most stable of them? model C.

---

Model A:
Formula: C3H4N4O
Source: the Open Molecules 2025 dataset
Level of theory: ωB97M-V with the def2-TZVPD basis set

SMILES: Nc1nn[nH]c1C=O
Charge: 0
E_HOMO: -9.556 eV

Element x y z (Å)
N (-0.33805, 2.08774, 0.31710)
C (-0.48609, 0.66084, 0.01900)
N (-1.83586, 0.32794, -0.14532)
N (-1.88547, -0.98830, -0.10978)
N (-0.71545, -1.48027, 0.15200)
C (0.24413, -0.49918, 0.24902)
C (1.69757, -0.79008, -0.08379)
O (2.54216, 0.15488, -0.02825)
H (-1.27372, 2.35205, -0.46020)
H (0.56279, 2.43098, -0.34856)
H (-0.77463, -2.52163, 0.72194)
H (2.26264, -1.73497, -0.28318)

Mulliken population analysis, charges in e, atoms 1 to 2: atom 1 (N): -0.53, atom 2 (C): 0.37

---

Model B:
Formula: C3H4N4O
Source: the Open Molecules 2025 dataset
Level of theory: ωB97M-V with the def2-TZVPD basis set

SMILES: O=CNc1c[nH]nn1
Charge: 0
E_HOMO: -8.995 eV

Element x y z (Å)
O (-2.33060, 0.99313, -0.25038)
C (-2.20183, -0.26054, 0.00660)
N (-1.06400, -0.98741, 0.06183)
C (0.14261, -0.33511, -0.16286)
C (0.75338, 0.94219, -0.00962)
N (2.02100, 0.82493, 0.02621)
N (2.37323, -0.54476, -0.11043)
N (1.24870, -1.07793, -0.28772)
H (-2.93733, -1.08003, 0.07131)
H (-1.14496, -1.93449, 0.40774)
H (0.32896, 1.90369, 0.13400)
H (2.81085, 1.55634, 0.11333)

Mulliken population analysis, charges in e, atoms 1 to 2: atom 1 (O): -0.59, atom 2 (C): 0.13

---

Model C:
Formula: C3H4N4O
Source: the Open Molecules 2025 dataset
Level of theory: ωB97M-V with the def2-TZVPD basis set

SMILES: [H]/N=N/C=C(/N)C#[N+][O-]
Charge: 0
E_HOMO: -8.464 eV

Element x y z (Å)
H (1.29454, 3.23160, 0.07830)
N (1.15347, 2.24825, -0.03749)
N (-0.06821, 2.07857, -0.12146)
C (-0.43550, 0.78032, -0.08136)
C (0.44503, -0.32910, -0.14328)
N (-0.15311, -1.54978, -0.05470)
C (1.82936, -0.16708, -0.02202)
N (2.97382, -0.43017, 0.00538)
O (4.15372, -0.32176, 0.03916)
H (-1.52701, 0.61314, -0.18269)
H (-1.16070, -1.48518, -0.22302)
H (0.19759, -2.46499, -0.51140)

Mulliken population analysis, charges in e, atoms 1 to 2: atom 1 (H): 0.22, atom 2 (N): -0.42

---

Most stable of them? model B.